(1)
C30H25ClMgN3O4 | wB97M-V/def2-TZVPD

Its gap between HOMO and LUMO is 8.07 eV. The LUMO energy comes out at 2.58 eV. As for the total energy: -2284.05225 Ha. The multiplicity is 1. The molecular weight comes out at 551.3 g mol⁻¹. Its net charge is -1.

The geometry in XYZ format:
```
64
Properties=species:S:1:pos:R:3:forces:R:3
H 3.1952 -5.9551 -1.7836 0.04 -0.04 -0.02
H -2.7340 3.6095 0.8001 0.01 0.02 -0.03
C -0.6113 3.4868 0.5133 -0.03 0.11 0.04
H 2.8454 1.4806 2.7169 -0.04 0.00 0.03
C -2.5953 -2.2503 1.1550 -0.10 -0.25 -0.04
O 3.2865 0.5948 -0.9923 0.25 -0.05 -0.16
C -3.7942 -2.5871 1.7632 0.12 0.01 -0.08
H -2.1513 4.2621 -0.7497 0.01 0.05 -0.05
C -2.7446 -0.0572 1.8907 -0.11 0.16 0.05
H -0.4491 1.0308 -2.1515 0.06 0.07 0.00
C 0.7918 -3.5642 -1.7086 0.06 0.02 -0.04
H 3.0561 3.5561 1.7300 0.05 0.01 0.02
H 1.4634 -5.2309 2.4897 0.00 -0.01 0.00
H -4.1443 -3.6061 1.7050 -0.02 -0.04 0.00
H -2.2491 2.5191 -0.4865 -0.01 -0.05 0.00
C 1.2529 2.4197 1.6394 0.20 0.05 0.01
Cl -0.1527 5.5441 -3.8934 0.00 -0.02 0.02
H -5.4123 -1.8157 2.9374 -0.02 0.00 0.01
H -0.2420 -4.9897 2.0731 -0.02 -0.01 -0.02
C -1.9911 1.2677 1.9508 -0.25 -0.45 0.09
H 1.2323 0.9020 3.1752 0.00 0.02 -0.03
C -1.6548 -3.2531 0.4955 -0.27 0.19 0.26
H -0.9986 -2.6792 -2.4988 -0.05 -0.01 -0.01
Mg -0.2412 -0.6410 0.4577 -0.03 0.04 0.05
O 1.2228 -0.0852 -0.5532 -0.19 -0.41 -0.38
C 0.7661 -4.5913 1.9478 0.04 0.05 0.11
N -0.4745 -2.7172 0.1760 -0.03 0.20 0.01
H 3.3200 2.9580 -1.6962 0.06 -0.01 0.02
H 0.3451 -2.7631 -3.6473 0.01 0.00 -0.01
O -2.0395 -4.4145 0.3773 -0.10 -0.26 -0.07
C -4.4748 -1.5873 2.4462 -0.06 -0.05 0.03
C 0.4770 -3.6229 -0.3504 0.09 0.12 -0.10
C 2.3025 2.9914 -2.0552 -0.07 -0.11 -0.01
C -0.0715 2.3907 1.2014 -0.05 -0.03 -0.09
C 0.4922 4.1140 -3.1200 -0.01 0.03 -0.08
N -0.7993 1.1935 1.3566 -0.06 0.00 -0.13
H 1.9841 0.3927 1.6488 0.00 0.11 0.10
C -2.0167 3.4742 -0.0097 0.00 0.03 -0.07
C 1.8517 1.2356 2.3392 0.13 -0.18 0.06
C 1.1292 -4.5213 0.4941 -0.01 -0.10 0.03
C 1.5010 4.6423 0.7284 -0.01 -0.08 0.12
C 1.8045 4.1194 -2.6808 -0.06 -0.01 -0.09
H 2.4160 4.9988 -2.8199 0.03 0.05 0.00
H 2.1154 5.5111 0.5342 0.04 0.05 -0.01
C 2.0772 0.6913 -1.1066 0.09 0.46 0.48
C 1.7703 -4.4116 -2.2111 0.01 -0.01 -0.01
H 0.3565 -1.5599 -2.3521 0.00 -0.07 -0.01
H 2.0184 -4.3607 -3.2645 0.01 -0.01 -0.03
H 2.6136 -6.0504 0.6186 0.03 -0.03 0.02
H -0.2294 5.4397 -0.2512 -0.01 0.06 -0.04
C 0.1867 1.8972 -2.3055 -0.09 -0.10 0.00
C 0.1882 4.6011 0.2922 0.02 0.00 0.07
C 2.4290 -5.3053 -1.3832 -0.02 0.01 0.02
H -4.4196 0.4885 3.0902 -0.01 0.01 0.02
C 0.0828 -2.5893 -2.6037 0.01 0.07 -0.03
H -1.3441 3.0323 -3.3092 -0.04 0.00 -0.01
C -3.9454 -0.3079 2.5364 0.09 0.11 -0.05
C 1.4960 1.8774 -1.8484 0.11 -0.01 -0.18
H 0.7794 -3.5998 2.4097 0.02 -0.04 -0.03
N -2.1447 -1.0091 1.1965 0.22 -0.03 0.12
C 2.1031 -5.3557 -0.0375 0.04 -0.02 -0.02
O -2.5289 2.2015 2.5404 -0.10 0.24 0.21
C 2.0255 3.5478 1.3978 -0.01 0.11 -0.01
C -0.3238 3.0102 -2.9547 0.02 0.03 -0.02
```
Forces are in eV/Å.

These are the Löwdin partial charges, in e, on atoms 1 to 4: atom 1 (H): 0.09, atom 2 (H): 0.07, atom 3 (C): -0.20, atom 4 (H): 0.08


(2)
C30H25ClO3PV | wB97M-V/def2-TZVPD

Its gap between HOMO and LUMO (spin up / spin down) is 6.44 / 7.02 eV. The LUMO energy (spin up / spin down) comes out at -1.33 / -0.75 eV. As for the total energy: -3129.51954 Ha. The multiplicity is 3. The molecular weight comes out at 550.9 g mol⁻¹. Its net charge is 0.

The geometry in XYZ format:
```
61
Properties=species:S:1:pos:R:3:forces:R:3
C -2.3253 2.1787 5.7767 0.46 0.12 -0.20
C 1.9323 -2.1975 -4.9625 0.06 0.04 0.17
C 0.4167 -2.0899 -0.0956 -0.34 -1.00 1.41
C -0.0039 2.9181 5.5158 -0.51 -0.15 -0.26
C -2.4636 0.8382 -3.5507 0.16 -0.33 -0.13
C 1.1295 -1.6618 1.0774 -0.32 -1.47 0.69
C 0.3327 1.9843 -2.9981 0.17 0.83 0.00
C -1.4370 1.8266 2.1699 -1.02 -0.35 -0.12
H -3.1895 1.9904 6.3908 -0.02 0.00 0.26
C -1.1178 2.6511 6.3164 0.22 0.11 -0.32
C 2.5540 -0.7769 -2.6346 -0.08 0.08 -0.03
H -1.0073 2.8414 7.3744 -0.22 -0.10 0.15
C -4.1590 -0.8361 -3.9413 0.14 0.09 0.06
H -3.2868 1.5833 3.9010 -0.17 -0.04 0.22
C -3.3273 -1.8260 -3.3961 0.15 0.27 -0.02
H -4.3672 1.2754 -4.4570 0.19 -0.43 0.22
H -3.6597 -2.8679 -3.3164 0.07 0.50 -0.10
H -0.3421 3.0351 -1.2095 0.16 0.02 -0.38
H 1.6756 -2.7441 -5.8784 0.22 0.21 0.43
O -2.5070 1.4905 1.6240 1.39 0.21 0.35
C 3.2338 -2.2175 -4.4447 -0.16 0.08 0.06
C 3.5519 -1.5039 -3.2800 -0.35 -0.14 -0.26
C 1.2441 -0.7431 -3.1478 0.31 -0.27 -0.50
H 2.2036 -1.7038 1.2154 -0.21 0.15 -0.06
H 0.8282 -2.6331 -0.9218 0.24 0.20 -0.36
P 0.0079 0.3277 -2.3579 0.08 -0.39 0.95
H -2.1139 1.8696 -3.6146 -0.16 -0.28 0.02
H 2.7870 -0.1992 -1.7391 -0.02 -0.17 -0.25
C 1.0718 3.3849 -4.8396 -0.05 -0.15 0.16
V 0.1760 -0.0532 0.2047 0.16 7.23 -1.07
H -2.1050 -1.1081 1.8909 0.55 0.47 -0.18
C -0.9880 -1.8743 0.1514 0.83 -0.72 0.67
C -2.0502 -1.4818 -2.9493 -0.20 0.18 -0.12
H 0.0091 5.2965 -2.1856 0.19 -0.44 -0.37
O -0.2674 1.8068 1.6421 0.47 -1.73 -2.89
H 4.5711 -1.5086 -2.8772 -0.46 -0.02 -0.20
H -5.1475 -1.1059 -4.3042 0.15 0.04 0.07
H 1.4653 3.4626 -5.8616 -0.16 0.08 0.54
H -0.0734 -1.4236 -4.7205 0.33 -0.05 0.07
H 0.7850 2.6593 2.4972 0.11 0.00 0.00
C -1.6064 -0.1491 -3.0359 -0.50 0.03 -0.21
Cl 2.1777 1.3616 -0.0258 -0.74 -0.88 0.05
C -1.1339 -1.2857 1.4257 0.30 -1.26 0.97
C -0.0984 2.7176 4.1394 -0.35 -0.25 -0.39
H 4.0072 -2.7895 -4.9519 -0.14 0.09 0.06
C 0.2518 4.4060 -2.7814 0.00 -0.37 -0.13
H 1.1083 1.2205 -4.8552 -0.01 0.26 0.04
O 0.9903 3.0195 3.3931 -0.45 -0.12 0.44
H 0.4063 -0.8036 3.0166 -0.06 0.33 -0.18
C 0.0399 3.1359 -2.2323 0.08 -0.22 -0.27
H 0.9636 3.2720 5.8773 -0.45 -0.06 0.19
C 0.1739 -1.1751 2.0293 -0.44 -1.47 -0.63
H -1.7991 -2.2471 -0.4418 -0.14 0.39 -0.30
C 0.7625 4.5198 -4.0849 -0.14 -0.08 0.21
C -3.7318 0.4950 -4.0228 0.11 -0.28 0.13
C 0.9384 -1.4604 -4.3117 0.20 0.02 -0.01
H -1.3975 -2.2559 -2.5343 -0.18 0.29 -0.27
C 0.8689 2.1181 -4.2861 -0.22 0.20 0.11
C -1.3196 2.2013 3.5854 0.38 0.57 0.97
H 0.9127 5.5086 -4.5115 0.01 -0.16 0.06
C -2.4051 1.9508 4.4072 0.33 0.30 0.48
```
Forces are in eV/Å.

These are the Löwdin partial charges, in e, on atoms 1 to 4: atom 1 (C): -0.09, atom 2 (C): -0.07, atom 3 (C): -0.20, atom 4 (C): -0.02


(3)
C30H25I2N3O2S2Sc | wB97M-V/def2-TZVPD

Its gap between HOMO and LUMO is 7.82 eV. The LUMO energy comes out at -2.47 eV. As for the total energy: -3625.44669 Ha. The multiplicity is 1. The molecular weight comes out at 822.4 g mol⁻¹. Its net charge is +1.

The geometry in XYZ format:
```
65
Properties=species:S:1:pos:R:3:forces:R:3
H -5.5209 -0.8139 -3.6360 0.01 -0.01 0.01
C -4.1792 0.7457 -4.2368 0.01 0.11 -0.09
H 4.2910 -4.2919 2.6344 0.00 0.00 0.00
C -4.5439 -0.3698 -3.5030 -0.07 -0.09 0.04
C 2.7686 -0.9432 1.5730 -0.02 -0.02 -0.04
C -0.0661 -4.4715 1.1047 0.01 -0.03 0.00
C -0.4843 -3.3774 0.3854 -0.06 0.01 0.01
H -5.3538 1.1694 2.8886 0.01 -0.01 0.00
C 5.6000 2.3855 -1.2042 0.00 0.01 0.00
C 0.1166 -3.0513 3.0429 0.00 -0.09 -0.06
O -1.4863 -0.9028 -1.5889 0.01 0.00 0.73
H -4.0717 4.2326 0.1689 0.00 0.00 -0.01
H 3.3686 -4.0263 0.3586 0.00 0.00 0.00
C 3.4749 1.3105 0.1713 0.00 -0.02 -0.02
H -2.6858 2.8787 -1.8312 0.02 0.04 -0.01
H 5.0057 1.1083 -2.8251 0.00 -0.01 0.00
C -2.9530 1.3586 -4.0076 -0.07 0.06 -0.08
C -3.6394 0.7791 1.6840 0.03 -0.03 0.00
H -0.7504 -3.4319 -0.6634 0.01 -0.01 0.00
S 2.1206 0.6490 1.1187 0.17 -0.02 0.22
H 0.5732 -5.1364 3.0469 0.00 0.00 0.00
S -0.5931 -0.3580 2.8207 -0.01 0.16 -0.20
H 0.0556 0.8926 -2.7309 0.00 0.00 0.00
C 3.7264 0.8820 -1.1253 -0.06 -0.03 -0.02
C 3.8574 -3.3459 2.3376 -0.01 -0.02 -0.02
C -4.8510 2.8203 1.5908 0.06 0.00 -0.04
C 3.2487 -1.0841 2.8643 0.02 0.09 0.04
H -0.6665 2.4321 -3.2379 0.02 0.01 0.01
C 0.2403 -4.2930 2.4546 0.01 0.03 0.06
C 4.2595 2.2755 0.7841 -0.06 -0.05 0.08
C -2.9570 2.4064 0.1946 0.06 -0.04 -0.07
I -5.5032 1.5544 -5.6389 0.09 -0.05 0.10
C -2.3826 -0.3703 -2.4089 -0.05 0.15 -0.17
C -3.6559 -0.9122 -2.5828 -0.05 0.00 -0.09
C -2.0557 2.8249 -0.9410 -0.07 -0.01 0.01
H 3.0848 0.1428 -1.5869 0.01 0.00 -0.02
H -5.6538 3.4626 1.9271 0.00 0.00 0.00
C -0.8246 1.5303 -2.6405 -0.06 -0.01 -0.08
C 3.3409 -3.1985 1.0544 0.02 -0.01 0.04
H -2.6955 2.2700 -4.5346 0.01 -0.01 0.01
H 4.0311 2.6040 1.7911 0.01 0.02 -0.01
N -0.6084 -2.1688 0.9518 0.03 -0.03 -0.07
H -0.0836 2.2761 -0.8838 -0.01 0.04 -0.04
I -4.2510 -2.4799 -1.3452 0.07 0.00 -0.04
C 5.3352 2.8094 0.0895 0.04 0.00 -0.04
H -1.6801 3.8348 -0.7624 0.02 -0.01 0.03
N -0.9636 1.8753 -1.1920 0.04 -0.05 0.09
C -3.9717 3.2526 0.6162 -0.07 0.00 0.04
N -2.7814 1.1939 0.7336 -0.05 -0.05 -0.05
Sc -1.0020 -0.1160 0.1655 0.40 0.10 -0.02
H 5.9579 3.5604 0.5558 0.00 0.00 0.00
H 3.1811 -0.2593 3.5634 0.00 -0.02 0.01
H -3.4488 -0.1991 2.1057 0.01 0.00 -0.01
C 4.7954 1.4282 -1.8137 0.00 0.01 0.03
H 2.3719 -1.8628 -0.3271 0.01 -0.01 0.00
C -2.0689 0.8196 -3.0913 0.07 -0.14 0.20
H 4.1946 -2.4209 4.2453 0.00 0.00 0.00
C -0.3289 -1.9847 2.2597 -0.09 0.04 -0.22
H 0.3404 -2.8915 4.0876 0.00 0.02 0.00
C 2.7912 -1.9903 0.6631 -0.04 0.06 -0.05
O 1.0609 0.3676 0.0467 -0.33 -0.10 -0.20
H 6.4352 2.8057 -1.7485 0.00 0.01 0.01
C 3.8079 -2.2963 3.2431 -0.01 -0.01 -0.03
H 0.0145 -5.4411 0.6356 -0.01 0.01 -0.02
C -4.6878 1.5504 2.1284 -0.05 0.01 0.02
```
Forces are in eV/Å.

These are the Löwdin partial charges, in e, on atoms 1 to 4: atom 1 (H): 0.09, atom 2 (C): -0.73, atom 3 (H): 0.11, atom 4 (C): -0.21